Computed, not measured: C11H19NRuSi as an isolated structure, with ωB97M-V/def2-TZVPD.

Values from the calculation:
frontier orbital gap (alpha / beta)	3.0337 / 4.6020	eV
strongest force on any atom	8.08	eV/A
expectation value of S²	8.7892
total charge	-1
multiplicity	6
HOMO level (alpha / beta)	0.0018 / -0.1131	Eh

Atoms and positions in Å:
1 C 0.30607 -1.51566 -1.88509
2 C -0.80936 -1.03166 -1.09765
3 C -0.75685 -1.64632 0.18750
4 C 0.29372 -2.61562 0.15989
5 C 0.92484 -2.57723 -1.14046
6 Ru 1.09883 -0.70799 -0.11509
7 C -1.45518 2.13844 -0.94684
8 C -0.82634 2.65372 -1.99001
9 C 0.19208 3.23668 -2.58115
10 N 2.32152 -0.04246 0.83164
11 H -1.40535 -1.39642 1.00599
12 H -1.58280 -0.37508 -1.45913
13 H 0.57297 -3.28292 0.99862
14 H 1.70949 -3.24307 -1.46640
15 H 0.66582 -1.00882 -2.76466
16 H -2.22542 1.37394 -1.01962
17 H 1.36424 0.23835 -1.50672
18 H -1.27364 2.43822 0.05763
19 H 0.09618 3.98676 -3.40832
20 H 1.23941 3.03982 -2.28942
21 C 1.40789 2.00169 2.65850
22 Si 0.66452 0.31420 2.39505
23 C 1.16029 -1.13542 3.45920
24 C -1.23990 0.54953 2.72105
25 H 2.45973 2.05498 2.34716
26 H 1.35607 2.25945 3.72885
27 H 0.84883 2.77771 2.10614
28 H 1.29150 -0.79371 4.49303
29 H 0.41588 -1.94631 3.48245
30 H 2.11315 -1.56333 3.11914
31 H -1.32820 0.70880 3.80071
32 H -1.67244 1.42427 2.22589
33 H -1.85634 -0.31914 2.47872

Atoms 1-6, force components in eV/Å:
-0.720 -0.814 -0.195
-0.953 -1.140 -0.440
-1.222 -0.448 -0.756
0.632 -2.053 0.428
-0.494 -1.293 0.017
-4.110 3.137 -2.652

Computed, not measured: C37H54BN6S3Ti as an isolated structure, with ωB97M-V/def2-TZVPD.

Values from the calculation:
frontier orbital gap (alpha / beta)	5.6812 / 7.4297	eV
relative energy (zero: lowest compared OMol25 entry of this formula, charge and spin)	19.15	kJ/mol
strongest force on any atom	0.55	eV/A
expectation value of S²	2.0307
total charge	+1
multiplicity	3
HOMO level (alpha / beta)	-0.3258 / -0.3903	Eh

Atoms and positions in Å:
1 Ti 0.01125 -0.00425 -0.50542
2 C 3.02391 2.75076 2.51540
3 C 1.76646 2.88751 1.71099
4 C 1.31494 4.11765 1.23381
5 C 0.33467 4.15746 0.19972
6 N -0.35405 3.12231 -0.18140
7 N -0.15302 1.93822 0.59478
8 B -1.48365 1.43574 1.11145
9 N -1.46249 0.44731 2.26948
10 N -1.38857 1.17363 3.40511
11 C -1.39776 0.55179 4.54443
12 C -1.55354 -0.86044 4.59062
13 C -1.61441 -1.59458 3.45101
14 C -1.74814 -3.08393 3.46576
15 C -1.48571 -0.89862 2.20513
16 S -1.29469 -1.77506 0.74693
17 C -1.26510 1.38061 5.80931
18 C -0.11944 0.81191 6.65804
19 C -2.58537 1.28988 6.58723
20 C -0.96416 2.83824 5.46856
21 N -2.57607 2.54619 1.14000
22 N -2.71168 3.62631 1.89007
23 C -3.67938 4.44617 1.53440
24 C -4.48270 4.19160 0.39129
25 C -4.29564 3.08905 -0.39554
26 C -5.09987 2.76480 -1.61414
27 C -3.26538 2.24863 0.05087
28 S -2.66712 0.69377 -0.45777
29 C -3.93015 5.68054 2.38471
30 C -3.89414 6.93025 1.49365
31 C -5.32306 5.54168 3.01962
32 C -2.88548 5.80822 3.49128
33 C 1.06760 1.76721 1.32606
34 S 1.56614 0.11897 1.39405
35 C 0.09870 5.45466 -0.56764
36 C -0.06032 6.60803 0.43274
37 C 1.30984 5.72818 -1.46922
38 C -1.16314 5.37538 -1.42605
39 H 3.39326 3.72724 2.82393
40 H 3.79995 2.25704 1.92664
41 H 2.85862 2.13694 3.40166
42 H 1.82201 5.02339 1.53042
43 H -1.61779 -1.35760 5.54975
44 H -1.91618 -3.44163 4.47932
45 H -0.84371 -3.54752 3.06921
46 H -2.57318 -3.40523 2.82942
47 H -0.30921 -0.21299 6.97942
48 H 0.00189 1.41945 7.55546
49 H 0.82191 0.82975 6.10570
50 H -2.83224 0.25916 6.84947
51 H -3.41002 1.70129 6.00210
52 H -2.50671 1.85919 7.51418
53 H -0.02382 2.92890 4.92166
54 H -0.88608 3.41290 6.39262
55 H -1.74556 3.27158 4.84607
56 H -5.25232 4.90598 0.12640
57 H -5.93297 2.10968 -1.35203
58 H -4.49026 2.24505 -2.35280
59 H -5.50659 3.66874 -2.06323
60 H -4.67104 6.92046 0.72765
61 H -2.92781 7.03711 0.99915
62 H -4.05790 7.81545 2.10910
63 H -6.10961 5.46431 2.26672
64 H -5.53459 6.41812 3.63272
65 H -5.37187 4.65802 3.65856
66 H -1.87276 5.84795 3.09000
67 H -2.93588 4.96687 4.18187
68 H -3.07311 6.72485 4.05115
69 H 0.86617 6.82973 0.96087
70 H -0.82694 6.37945 1.17501
71 H -0.35726 7.51289 -0.10078
72 H 2.23666 5.75625 -0.89461
73 H 1.18934 6.69152 -1.96822
74 H 1.40705 4.96011 -2.23830
75 H -2.04580 5.19803 -0.80746
76 H -1.10134 4.57434 -2.16148
77 H -1.29790 6.31964 -1.95634
78 C 0.76475 -1.62323 -2.04184
79 C 1.83527 -0.72997 -1.82478
80 C 1.41751 0.56478 -2.24801
81 C 0.09874 0.46593 -2.76138
82 C -0.31691 -0.88958 -2.61276
83 C -1.61798 -1.49027 -3.06010
84 C -0.67504 1.59401 -3.37606
85 C 2.24118 1.81436 -2.16826
86 C 3.19094 -1.09620 -1.31054
87 C 0.78218 -3.09826 -1.77725
88 H -2.06281 -2.12337 -2.29023
89 H -1.46486 -2.11039 -3.94556
90 H -2.34554 -0.72209 -3.31582
91 H -0.66342 2.47438 -2.73226
92 H -1.71491 1.31644 -3.54186
93 H -0.24642 1.86923 -4.34200
94 H 1.61014 2.70018 -2.22972
95 H 2.96263 1.85644 -2.98740
96 H 2.80189 1.86451 -1.23245
97 H 3.68478 -0.24452 -0.84606
98 H 3.81985 -1.44577 -2.13307
99 H 3.13786 -1.89470 -0.57119
100 H 1.25970 -3.62864 -2.60426
101 H -0.22672 -3.49630 -1.67038
102 H 1.33501 -3.33703 -0.86881

Atoms 1-6, force components in eV/Å:
0.467 -0.066 -0.284
-0.015 0.011 -0.007
-0.029 0.042 -0.042
-0.036 -0.044 -0.020
0.088 0.009 0.064
0.018 -0.027 0.036

Computed, not measured: the molecule C7H11F, with ωB97M-V/def2-TZVPD.

Values from the calculation:
frontier orbital gap	9.8585	eV
relative energy (zero: lowest compared OMol25 entry of this formula, charge and spin)	58.08	kJ/mol
strongest force on any atom	3.33	eV/A
total charge	0
HOMO level	-0.3264	Eh

Atoms and positions in Å:
1 C 2.62904 0.71277 0.42759
2 C 1.72284 -0.18738 -0.30480
3 F 2.13178 -1.54950 -0.19926
4 C 0.20540 -0.18377 -0.08243
5 C -0.51977 -1.29994 0.03249
6 C -2.00285 -1.09046 0.20104
7 C -2.10884 0.41805 0.08748
8 C -0.78211 0.90031 -0.39268
9 H 3.53931 0.86422 -0.11598
10 H 2.68841 0.42128 1.53001
11 H 2.24548 1.73453 0.44723
12 H 1.83885 0.03892 -1.30766
13 H -0.05191 -2.25965 0.25020
14 H -2.34900 -1.45538 1.14704
15 H -2.51216 -1.63420 -0.61826
16 H -2.28447 0.89141 1.06259
17 H -2.95206 0.71328 -0.55335
18 H -0.54362 1.97880 -0.12578
19 H -0.89431 0.98669 -1.48548

Atoms 1-6, force components in eV/Å:
-0.524 0.696 2.530
-1.876 -1.478 0.576
0.217 0.880 0.238
-0.115 -0.778 -0.216
0.947 -0.672 1.856
0.791 -0.334 -1.312

Computed, not measured: a 14-piece molecular cluster, C41H81BBrN3O17S2 overall, with ωB97M-V/def2-TZVPD.

Values from the calculation:
frontier orbital gap	6.5530	eV
strongest force on any atom	8.56	eV/A
total charge	0
HOMO level	-0.2961	Eh

Atoms and positions in Å:
1 C 2.22108 -1.05835 4.48632
2 C 2.83057 0.44607 4.25839
3 O 2.54892 1.40858 5.33155
4 B 1.16105 1.90045 5.31124
5 O 0.64219 2.49478 6.59246
6 C 0.12855 1.92153 4.03435
7 C 0.11930 3.14354 2.89257
8 C 1.16408 4.43930 2.98966
9 C 2.70824 3.96938 2.60878
10 C 2.93527 3.64686 1.01699
11 S 3.49985 1.85592 0.68158
12 C 2.82284 1.25160 -0.95286
13 S 2.23263 2.47446 -2.03013
14 N 2.75438 -0.16459 -1.45757
15 C 4.09548 -0.85110 -1.53341
16 C 5.17601 -1.04809 -0.31658
17 C 6.59598 -1.88113 -0.61098
18 C 6.95197 -2.51658 -2.10947
19 C 5.86085 -2.34914 -3.33179
20 C 4.48438 -1.51651 -3.01815
21 C 1.68644 -0.99805 -0.79415
22 C 1.97848 -2.41743 0.03000
23 C 0.76761 -3.33964 0.70568
24 C -0.80278 -2.87883 0.56500
25 C -1.09372 -1.44079 -0.23170
26 C 0.11683 -0.51983 -0.90712
27 C -0.94332 3.15935 1.60277
28 N -0.99861 4.27351 0.57964
29 C -2.02079 1.89763 1.39142
30 C -3.05467 1.83013 0.12144
31 C -4.64041 1.70203 0.51960
32 C -1.98128 0.72218 2.54062
33 C -0.96452 0.71406 3.85114
34 C -1.31401 -0.61578 4.74347
35 O -0.71893 -1.18878 5.79208
36 N -2.61257 -1.10889 4.13527
37 Br -2.80477 -2.94271 4.47667
38 C -2.86052 -0.65303 2.71180
39 O -3.62916 -1.34578 1.86690
40 H 3.01473 -1.90333 4.20135
41 H 1.92483 -1.28014 5.61082
42 H 1.29594 -1.26648 3.76116
43 H 2.52588 0.78932 3.18250
44 H 4.01763 0.31894 4.23249
45 H 0.50762 1.76756 7.26893
46 H 0.79795 5.36598 2.36741
47 H 1.20365 4.80697 4.12184
48 H 3.05584 3.02976 3.21546
49 H 3.41516 4.86602 2.95352
50 H 1.92668 3.91339 0.46887
51 H 3.73517 4.43767 0.62233
52 H 4.95078 -0.63914 0.75630
53 H 7.41991 -2.05420 0.21467
54 H 7.94212 -3.11326 -2.32300
55 H 5.99356 -2.77822 -4.42320
56 H 3.69493 -1.40959 -3.90074
57 H 3.08240 -2.84318 0.17280
58 H 1.01810 -4.34688 1.24975
59 H -1.70739 -3.51778 1.00048
60 H -2.22087 -1.13290 -0.32371
61 H -0.16136 0.46823 -1.46915
62 H -1.72588 4.96851 0.90937
63 H -0.08719 4.76952 0.46628
64 H -2.94324 2.84314 -0.49003
65 H -2.66356 0.98319 -0.60653
66 H -5.21800 1.41885 -0.47826
67 H -4.89174 0.86745 1.30279
68 H -5.10988 2.70102 0.91799
69 C -6.58320 0.44095 -3.29132
70 O -5.88955 1.67402 -3.23930
71 H -7.58309 0.57790 -2.87291
72 H -6.66722 0.11268 -4.33018
73 H -6.04420 -0.30650 -2.70411
74 H -5.00661 1.52146 -3.61686
75 C -7.99206 -0.14778 1.06204
76 O -8.10573 1.14932 0.50622
77 H -7.12295 -0.64611 0.62624
78 H -7.86077 -0.07124 2.14414
79 H -8.89215 -0.72351 0.83313
80 H -8.88484 1.56669 0.91143
81 C -0.41802 -1.54973 -4.69292
82 O 0.64429 -1.99825 -3.87154
83 H -0.94125 -2.41712 -5.10216
84 H -1.11436 -0.95474 -4.09699
85 H -0.01724 -0.94860 -5.51271
86 H 1.08969 -1.20733 -3.52300
87 C 9.63666 0.53481 0.64525
88 O 9.64644 -0.53157 1.57641
89 H 8.60757 0.87310 0.50335
90 H 10.23967 1.36099 1.02974
91 H 10.03925 0.18936 -0.31006
92 H 10.57189 -0.81052 1.68185
93 C -8.92872 -4.34809 0.91824
94 O -8.23506 -3.11502 0.97026
95 H -9.92861 -4.21113 1.33665
96 H -9.01273 -4.67636 -0.12062
97 H -8.38972 -5.09554 1.50545
98 H -7.35213 -3.26757 0.59269
99 C 6.03618 2.40536 -3.45067
100 O 6.14578 3.55882 -2.63712
101 H 6.50030 2.60801 -4.41872
102 H 6.55054 1.56943 -2.97038
103 H 4.98134 2.16163 -3.59876
104 H 5.72564 3.34908 -1.78571
105 C 11.96485 -2.37068 -0.92438
106 O 12.65851 -1.13761 -0.87236
107 H 10.96496 -2.23373 -0.50597
108 H 11.88084 -2.69895 -1.96324
109 H 12.50386 -3.11814 -0.33717
110 H 13.54145 -1.29017 -1.24993
111 C -8.72637 -3.14962 4.33279
112 O -9.87149 -2.46520 3.85889
113 H -8.99233 -3.70426 5.23570
114 H -8.37604 -3.84797 3.56885
115 H -7.94109 -2.42758 4.56949
116 H -9.60498 -1.98254 3.05800
117 C -7.07728 -2.80589 -5.06675
118 O -7.25591 -1.54089 -5.67682
119 H -6.03918 -2.89890 -4.73918
120 H -7.73905 -2.89077 -4.20136
121 H -7.30114 -3.59471 -5.78902
122 H -8.18545 -1.48736 -5.95700
123 C 9.12905 3.82035 2.21451
124 O 10.28527 3.95643 1.40893
125 H 8.59472 2.91442 1.91891
126 H 9.42243 3.74151 3.26416
127 H 8.47944 4.68714 2.07062
128 H 10.73837 4.76812 1.69398
129 C 0.02328 -6.41180 3.85307
130 O -0.09039 -5.11470 3.29724
131 H 0.89239 -6.91012 3.41726
132 H 0.15457 -6.33526 4.93517
133 H -0.87681 -6.98753 3.62415
134 H -0.86950 -4.69733 3.70245
135 C -10.26734 0.66116 -6.25271
136 O -9.59127 -0.13725 -7.20654
137 H -10.46663 0.05935 -5.36292
138 H -9.64074 1.51391 -5.98024
139 H -11.21360 1.01011 -6.67325
140 H -9.42814 0.42309 -7.98423
141 C 0.35290 5.53374 -4.79320
142 O 0.36268 4.46736 -3.86204
143 H -0.67619 5.87203 -4.93509
144 H 0.95592 6.35992 -4.40871
145 H 0.75550 5.18828 -5.74851
146 H 1.28814 4.18840 -3.75660

Atoms 1-6, force components in eV/Å:
-0.147 -0.850 -0.174
1.877 -1.782 -1.056
-3.972 -0.034 -1.543
1.037 0.438 2.459
0.779 -2.638 -2.098
-2.916 -0.492 -3.676

Computed, not measured: a 6-piece molecular cluster, C15H32ClFN6O13 overall, with ωB97M-V/def2-TZVPD.

Values from the calculation:
frontier orbital gap	9.0518	eV
strongest force on any atom	0.80	eV/A
total charge	0
HOMO level	-0.3454	Eh

Atoms and positions in Å:
1 C -1.63312 5.07496 -1.62474
2 C -1.92584 3.63227 -2.07143
3 C -2.17694 2.62896 -0.92723
4 N -1.04458 1.74914 -0.61906
5 C 0.05705 2.26812 0.13605
6 C -0.28591 3.14390 1.33834
7 O 0.71440 1.07614 0.68741
8 C 2.02504 1.34126 0.85311
9 O 2.77632 0.67378 1.48616
10 O 2.34615 2.49664 0.20841
11 C 1.26757 2.81995 -0.66529
12 F 1.21021 4.19862 -0.71497
13 C 1.44017 2.28968 -2.08653
14 C 2.48260 1.18721 -2.30498
15 C 3.93476 1.68157 -2.24072
16 Cl 4.98164 0.58164 -1.28653
17 H -2.56514 5.61870 -1.47524
18 H -1.06200 5.12028 -0.69826
19 H -1.02890 5.58053 -2.38414
20 H -1.15719 3.24359 -2.74317
21 H -2.84498 3.65725 -2.66733
22 H -2.56040 3.16135 -0.04574
23 H -2.97866 1.95891 -1.25041
24 H -1.35567 0.89974 -0.16770
25 H 0.60616 3.40557 1.90845
26 H -0.80915 4.05904 1.06357
27 H -0.94973 2.55930 1.98376
28 H 0.47495 1.90616 -2.41707
29 H 1.71030 3.14081 -2.72101
30 H 2.29992 0.79409 -3.31141
31 H 2.33368 0.34186 -1.62641
32 H 3.99533 2.64180 -1.72750
33 H 4.38162 1.75973 -3.23022
34 C -0.08473 -1.50245 -3.29023
35 N -0.37039 -0.40840 -4.25977
36 O -0.75665 0.65111 -3.80356
37 O -0.18571 -0.63439 -5.43517
38 H -0.28288 -1.12644 -2.29563
39 H -0.72255 -2.34166 -3.53345
40 H 0.96053 -1.76900 -3.42296
41 C -0.19598 -5.33286 -0.36885
42 N -0.55317 -4.27670 -1.35338
43 O -0.96293 -3.21749 -0.92307
44 O -0.40338 -4.53851 -2.52807
45 H -0.38157 -4.94859 0.62526
46 H -0.80858 -6.20378 -0.57813
47 H 0.85340 -5.57007 -0.51951
48 C 0.44892 -4.20257 4.28641
49 N -0.61375 -5.21506 4.02793
50 O -0.79786 -5.56591 2.87731
51 O -1.22780 -5.62538 4.98526
52 H 0.90524 -3.93331 3.34153
53 H -0.02885 -3.34861 4.75628
54 H 1.16635 -4.65428 4.96486
55 C 0.78941 -8.55625 2.90094
56 N 1.25014 -8.23119 1.52250
57 O 0.42901 -8.26611 0.63062
58 O 2.42092 -7.94940 1.38627
59 H -0.27075 -8.77450 2.86483
60 H 1.36736 -9.41046 3.24013
61 H 0.99619 -7.68975 3.52021
62 C -2.02084 6.92288 2.77417
63 N -3.13748 6.11223 2.21356
64 O -3.15756 5.93533 1.01285
65 O -3.94857 5.67851 3.00161
66 H -1.38223 7.23460 1.95631
67 H -2.46370 7.77292 3.28382
68 H -1.48919 6.29297 3.48096

Atoms 1-6, force components in eV/Å:
0.230 -0.228 -0.261
-0.279 0.049 0.140
-0.212 -0.030 -0.287
0.123 0.232 -0.066
0.350 -0.532 0.483
-0.317 -0.012 0.113

- Which value of strongest force on any atom does entry 5 give?
  0.80 eV/A